135
Properties=species:S:1:pos:R:3:forces:R:3 method="wB97M-V/def2-TZVPD" gap_ev=6.76 homo_ev=-8.09 energy_ev=-120349.7783
C 5.879017 -2.305940 -0.142780 -0.050 0.279 -0.177
C 6.088554 -0.943155 -0.175036 -0.007 -0.987 -0.580
C 5.048473 0.008693 0.312506 -0.905 0.079 -1.475
O 5.168562 0.394481 1.432241 0.267 0.305 0.258
O 4.005480 0.364937 -0.487042 0.200 -0.052 -0.386
C 4.048671 1.769399 -0.849604 0.274 -0.001 -0.138
C 3.396105 1.964508 -2.212718 -0.501 0.504 -0.132
C 2.045012 2.712206 -2.127324 -0.502 -1.333 0.141
C 0.886170 1.681592 -2.153820 0.632 0.140 -0.061
C 0.399510 1.411298 -3.570714 -0.329 -0.326 0.120
C -0.403955 0.096131 -3.677415 -0.128 0.391 -0.570
C -1.499067 0.050432 -2.660280 0.200 -0.341 0.017
C -1.713453 -0.880368 -1.722936 0.345 0.525 -0.026
C -0.759956 -2.053936 -1.596215 -1.076 -0.185 -0.002
F -0.816903 -2.778810 -2.747921 0.318 -0.128 -0.056
F 0.508218 -1.630463 -1.425532 0.111 0.153 -0.028
C -1.032186 -3.073560 -0.455388 0.688 -0.384 -0.327
F -1.209264 -2.481019 0.715675 -0.227 0.280 0.248
F -2.032052 -3.882780 -0.741578 -0.541 -0.015 0.037
F 0.052502 -3.850519 -0.345952 0.352 -0.053 0.050
C -2.921877 -0.716245 -0.849739 0.213 0.054 0.113
O -3.568924 -1.668061 -0.499328 -0.083 -0.285 0.172
C -3.313288 0.682356 -0.479344 0.136 0.346 -0.017
C -3.961524 1.011833 0.841111 -0.249 -0.311 0.334
C -4.989535 -0.019409 1.344245 -0.181 0.328 -0.593
C -2.921710 1.340968 1.934620 -0.570 0.645 -0.242
C -2.261826 2.689765 1.658376 0.024 0.005 0.195
C -3.077420 1.602755 -1.421453 0.181 0.013 0.111
N -3.405293 2.982399 -1.319456 -0.550 -0.063 -0.267
C -4.461479 3.342916 -1.821501 -0.081 -0.575 0.149
O -5.501110 3.642504 -2.231193 0.202 0.492 -0.038
C -2.461688 1.199931 -2.717663 0.047 -0.074 0.239
O -2.706920 1.786170 -3.740557 0.019 0.131 -0.185
H 5.239953 -2.812543 -0.864444 -1.748 0.281 1.325
H 6.357519 -2.939607 0.600805 1.628 -0.288 -1.271
H 7.027298 -0.547789 -0.559137 0.739 0.350 2.139
H 5.095333 2.076239 -0.901108 0.026 0.022 0.135
H 3.556022 2.342935 -0.066236 0.007 0.053 0.018
H 4.025037 2.517614 -2.910388 0.407 -0.066 0.269
H 3.259449 0.970037 -2.640539 -0.039 0.027 -0.121
H 1.924663 3.386325 -2.973077 0.021 0.347 0.223
H 1.978215 3.214991 -1.164342 0.160 0.539 -0.229
H 1.292491 0.758719 -1.732558 -0.207 -0.079 0.111
H 0.068853 1.987832 -1.494911 -0.120 0.062 -0.129
H 1.230713 1.356196 -4.276367 0.119 -0.046 0.099
H -0.239139 2.224919 -3.915800 0.073 0.117 0.018
H 0.245310 -0.772152 -3.653682 0.008 -0.015 0.235
H -0.882853 0.099104 -4.661290 -0.067 -0.076 0.006
H -4.522043 1.935250 0.686361 0.079 0.062 -0.116
H -5.774040 0.515067 1.879614 0.164 -0.044 0.339
H -5.483669 -0.482057 0.493224 -0.007 -0.253 0.102
H -4.546169 -0.783205 1.976469 -0.017 -0.087 -0.028
H -2.212195 0.526371 2.085544 0.057 -0.013 -0.059
H -3.505715 1.461554 2.850641 0.096 -0.247 0.129
H -1.721439 3.047666 2.534344 0.291 -0.118 -0.106
H -3.028489 3.441475 1.464105 -0.068 -0.038 -0.041
H -1.615987 2.672688 0.780794 0.182 -0.003 0.090
C 8.303405 7.448040 -1.375980 0.025 0.029 -0.178
C 8.624748 5.963659 -1.371019 0.156 0.087 0.198
O 7.892934 5.230424 -2.352721 -0.014 0.331 -0.383
P 8.235162 5.445300 -3.926748 -2.873 -4.228 2.547
O 9.614495 4.948921 -4.091714 0.646 2.508 -1.132
O 7.284643 4.312452 -4.574623 0.021 0.494 -0.367
C 7.852178 3.214414 -5.291456 0.265 -0.330 0.041
C 8.203769 2.062325 -4.368044 -0.260 -0.174 0.121
O 7.157221 6.626006 -4.152383 2.091 1.077 -0.820
C 7.481519 7.743898 -5.006877 0.040 0.210 -0.269
C 7.904772 7.309189 -6.395368 0.025 -0.225 -0.003
H 8.725579 7.939755 -2.256329 -0.002 0.015 0.031
H 8.728706 7.932326 -0.496649 0.015 -0.041 0.019
H 7.226477 7.612020 -1.387118 -0.013 -0.023 0.059
H 9.696623 5.802277 -1.516622 -0.017 -0.032 -0.029
H 8.355686 5.530388 -0.408584 -0.074 -0.079 -0.055
H 8.726593 3.538184 -5.854808 0.065 0.096 0.129
H 7.108679 2.895280 -6.022693 -0.125 0.108 0.086
H 8.680647 2.399974 -3.449029 0.172 0.164 -0.138
H 8.868494 1.360376 -4.872587 -0.004 -0.008 0.004
H 7.301813 1.523068 -4.070055 -0.003 -0.008 -0.037
H 8.266472 8.343946 -4.539158 -0.022 -0.032 0.050
H 6.587398 8.362017 -5.057400 -0.084 -0.115 0.116
H 8.814743 6.701496 -6.361411 0.002 0.073 0.026
H 8.110133 8.178732 -7.019323 -0.021 0.021 0.013
H 7.126664 6.708988 -6.866540 -0.049 0.054 -0.009
C 0.091804 -7.016754 -0.438348 -0.120 -0.056 -0.149
C 0.551956 -8.452133 -0.266687 0.279 0.234 -0.010
O -0.535018 -9.352313 -0.022433 -0.193 0.326 -0.417
P -1.572766 -9.651745 -1.208502 -0.380 -3.010 3.607
O -0.896511 -10.311067 -2.334502 -0.341 1.874 -1.303
O -2.476467 -10.787121 -0.500296 -0.107 0.244 -0.092
C -2.540397 -12.112488 -1.023115 0.144 -0.309 -0.109
C -1.440331 -12.996710 -0.466202 -0.036 -0.025 0.290
O -2.644340 -8.488581 -0.944412 0.764 0.587 -1.852
C -3.250867 -7.799885 -2.060046 -0.138 0.115 -0.281
C -3.918824 -8.747971 -3.035779 0.055 -0.234 0.030
H -0.422932 -6.884938 -1.393790 0.013 0.051 0.024
H 0.941929 -6.335572 -0.429914 0.044 -0.048 0.015
H -0.599234 -6.730406 0.353419 0.042 -0.002 0.050
H 1.114258 -8.783371 -1.143914 -0.054 -0.067 0.004
H 1.212562 -8.534074 0.595010 -0.101 -0.098 0.066
H -2.510586 -12.094284 -2.112475 0.131 0.120 -0.008
H -3.515957 -12.510944 -0.741105 -0.023 0.125 0.086
H -0.482766 -12.478132 -0.443261 -0.003 0.034 -0.217
H -1.339242 -13.905687 -1.060251 0.001 0.007 -0.008
H -1.670473 -13.284226 0.561192 0.013 -0.007 -0.003
H -2.494830 -7.196739 -2.569921 0.030 -0.016 0.054
H -3.980689 -7.113394 -1.636020 0.058 -0.047 0.178
H -3.193866 -9.432488 -3.484377 0.009 0.085 0.002
H -4.391400 -8.188195 -3.842841 -0.023 0.044 0.033
H -4.673360 -9.352341 -2.532119 -0.058 0.064 0.016
C -7.037417 5.243837 5.382664 -0.057 -0.128 -0.013
C -5.571580 4.854447 5.492406 0.078 -0.015 -0.026
O -5.268254 4.157978 6.690210 -0.212 0.089 -0.041
P -5.846619 2.612841 6.908218 6.051 5.074 3.359
O -4.902657 2.001227 5.920607 -3.116 -2.277 -1.506
O -5.138610 2.204546 8.309626 -0.905 -0.698 0.017
C -4.203267 1.125812 8.387129 0.371 -0.170 -0.146
C -2.785412 1.585605 8.104295 0.081 0.228 0.198
O -7.070285 3.336104 7.761036 -2.161 -2.223 -1.931
C -8.410962 2.815054 7.696322 -0.164 -0.185 0.160
C -8.480325 1.345678 8.060135 0.129 -0.025 0.045
H -7.665347 4.367523 5.193896 -0.014 0.025 -0.015
H -7.188019 5.936562 4.553778 0.026 -0.006 -0.017
H -7.384528 5.710029 6.303809 0.036 0.052 -0.002
H -5.271110 4.250970 4.628685 0.016 0.021 -0.016
H -4.951402 5.750887 5.497265 0.029 -0.010 0.063
H -4.493646 0.318964 7.714479 -0.017 0.106 -0.126
H -4.269124 0.729107 9.400864 -0.118 0.123 0.037
H -2.744941 2.266268 7.255541 -0.094 -0.145 -0.125
H -2.137059 0.731307 7.907550 -0.011 -0.008 -0.002
H -2.386384 2.126467 8.963910 0.010 -0.016 0.002
H -8.818586 2.979019 6.694856 0.003 0.063 0.017
H -9.006455 3.407457 8.389342 0.129 0.083 0.041
H -7.899960 0.734691 7.358035 -0.047 0.022 -0.029
H -9.511260 0.993104 8.030753 -0.002 -0.006 -0.013
H -8.073946 1.173970 9.056176 -0.024 0.018 0.018